Molecular formula: C3H4CuO3
Method: DFT, ωB97M-V/def2-TZVPD

Properties
<S²>: 0.772
Orbital gap (alpha / beta) (eV): 7.694 / 5.364
Calculated total energy (eV): -53950.49034
ΔE to the lowest compared entry with this formula, charge and spin (kcal/mol): 125.5

Geometry as ORCA input:
```
! wB97M-V def2-TZVPD RIJCOSX def2/J DEFGRID3
* xyz 0 2
H 1.59103 2.07356 -0.01243
O 0.61485 1.25236 -0.04730
C -1.30262 0.67283 -0.39291
C -0.69696 -0.31199 0.37800
O -0.55745 -1.58293 -0.10718
C 0.60748 -2.35332 0.11201
O 1.63330 -1.64886 0.25503
Cu 1.99988 0.13134 -0.29288
H -1.51297 0.49516 -1.44969
H -1.80660 1.50722 0.09572
H -0.56994 -0.23537 1.46162
*
```

What are the Mulliken partial charges on each atom? They are as follows, in elementary charge units: 0.263, -0.730, -0.574, 0.303, -0.069, -0.347, -0.232, 0.480, 0.273, 0.271, 0.361